No. 1
Here is an isolated molecule of C4H9NO at a distorted geometry from the OMol25 dataset. Energies are from wB97M-V/def2-TZVPD.

Summary:
* HOMO: -9.085 eV
* charge: 0
* F_max: 4.97 eV Å⁻¹
* frontier orbital gap: 10.2 eV
* energy above the lowest of the compared OMol25 structures with the same formula, charge and spin: 89.5 kcal/mol
* E_LUMO: 1.07 eV
* SMILES: CC/C=N/OC

Last column: Mulliken charge in e.
Element x y z (Å)
C -2.4727 0.5428 -0.3225  -0.930
C -1.5448 -0.4936 0.3903  -0.371
C -0.2381 -0.7161 -0.2454  -0.084
N 0.7767 0.0603 0.1538  -0.386
O 1.8686 -0.2897 -0.5860  -0.152
C 3.0026 0.2923 0.1318  -0.444
H -2.8366 0.2255 -1.3177  0.284
H -3.4445 0.9453 0.2536  0.257
H -1.7535 1.4465 -0.4580  0.276
H -1.2945 -0.1781 1.4310  0.220
H -2.0063 -1.4935 0.5681  0.301
H 0.0243 -1.6073 -0.9734  0.335
H 2.6309 1.2657 0.4968  0.261
H 3.9628 0.4109 -0.5170  0.210
H 3.3251 -0.4109 0.9946  0.224

Cartesian forces (eV/Å) of the 6 atoms listed first:
C -0.025 1.960 0.643
C -1.404 -0.608 1.448
C 3.649 0.517 -0.093
N -3.800 -2.717 -1.707
O 2.457 0.642 0.452
C 1.338 -0.821 0.085

***

No. 2
Here is a cluster of 2 separate species, C4H9NO in total at a distorted geometry from the OMol25 dataset. Energies are from wB97M-V/def2-TZVPD.

Summary:
* HOMO: -7.835 eV
* charge: 0
* F_max: 2.37 eV Å⁻¹
* frontier orbital gap: 8.5 eV
* energy above the lowest of the compared OMol25 structures with the same formula, charge and spin: 62.0 kcal/mol
* E_LUMO: 0.65 eV
* SMILES: C=CC(=C)N.O

Last column: Mulliken charge in e.
Element x y z (Å)
C 1.4432 1.0705 -1.6468  -0.715
C 0.5609 0.3704 -0.9448  -0.157
C 0.1470 0.7066 0.4612  1.017
C 0.8329 1.5250 1.2472  -1.128
N -0.9540 -0.0259 0.9479  -0.463
H 1.4995 0.8627 -2.7155  0.266
H 2.3026 1.5334 -1.1753  0.237
H -0.1857 -0.3415 -1.2879  0.082
H 1.7550 2.0406 0.9803  0.172
H 0.6609 1.7644 2.2927  0.267
H -1.4270 0.5517 1.6324  0.239
H -1.6270 -0.4742 0.3532  0.183
O -1.3085 -2.7108 -0.0464  -0.632
H -1.9029 -3.4648 0.0972  0.309
H -1.4663 -2.4240 -0.9555  0.323

Cartesian forces (eV/Å) of the 6 atoms listed first:
C 0.445 -1.789 -0.742
C -1.468 1.062 1.531
C 0.570 -1.253 -0.230
C 1.151 1.112 0.856
N 0.129 1.307 0.801
H 0.256 0.149 0.197

***

No. 3
Here is an isolated molecule of C4H9NO at a distorted geometry from the OMol25 dataset. Energies are from wB97M-V/def2-TZVPD.

Summary:
* HOMO: -9.299 eV
* charge: 0
* F_max: 5.47 eV Å⁻¹
* frontier orbital gap: 10.3 eV
* energy above the lowest of the compared OMol25 structures with the same formula, charge and spin: 54.4 kcal/mol
* E_LUMO: 0.99 eV
* SMILES: NCCCC=O

Last column: Mulliken charge in e.
Element x y z (Å)
N -2.1202 1.0081 -0.8624  -0.599
C -1.3176 0.3559 0.1217  -0.638
C 0.0422 -0.1096 -0.4585  -0.289
C 0.8865 -0.6937 0.5778  -0.726
C 2.3295 -0.9292 0.2066  0.004
O 2.7411 -0.6813 -0.9272  -0.485
H -1.7702 1.8731 -1.2737  0.213
H -3.0216 1.3554 -0.5553  0.237
H -1.7320 -0.4143 0.6312  0.490
H -0.9730 1.0409 1.0652  0.210
H -0.1806 -0.7550 -1.2537  0.321
H 0.5278 0.8556 -0.7806  0.258
H 0.6822 -1.6828 0.9947  0.359
H 0.9026 -0.0422 1.3455  0.386
H 3.0031 -1.1809 1.1686  0.258

Cartesian forces (eV/Å) of the 6 atoms listed first:
N -1.153 0.687 -0.716
C 3.664 3.861 1.279
C -1.403 2.432 -0.010
C 1.835 -2.996 -1.303
C 1.103 1.735 -0.965
O -0.098 -1.093 2.548

***

No. 4
Here is a cluster of 2 separate species, C4H9NO in total at a distorted geometry from the OMol25 dataset. Energies are from wB97M-V/def2-TZVPD.

Summary:
* HOMO (alpha / beta): -8.600 / -8.650 eV
* charge: 0
* F_max: 2.17 eV Å⁻¹
* frontier orbital gap (alpha / beta): 8.7 / 7.7 eV
* energy above the lowest of the compared OMol25 structures with the same formula, charge and spin: 129.5 kcal/mol
* E_LUMO (alpha / beta): 0.14 / -0.99 eV

Last column: Mulliken charge in e.
Element x y z (Å)
C 0.3607 0.6181 1.3111  -0.875
N -0.0324 -0.3447 0.3174  0.031
C -0.0311 -1.6822 0.8548  -0.940
C 0.2533 0.4769 -2.0175  -0.435
C -0.7926 1.1743 -1.4372  0.000
O -1.6878 0.5726 -0.7721  -0.447
H 1.4091 0.4520 1.6095  0.327
H -0.2461 0.5447 2.2264  0.310
H 0.2783 1.6275 0.8938  0.247
H -0.7041 -1.7679 1.7216  0.296
H -0.3449 -2.3907 0.0830  0.295
H 0.9758 -1.9616 1.2113  0.302
H 0.1930 -0.5952 -2.1506  0.240
H 1.0880 1.0016 -2.4720  0.290
H -0.7190 2.2749 -1.3794  0.358

Cartesian forces (eV/Å) of the 6 atoms listed first:
C -0.129 0.032 0.046
N 1.496 -0.970 1.239
C -0.200 0.033 0.052
C 0.351 -0.251 -0.985
C -1.361 -0.071 1.118
O 0.182 1.194 -1.443

***

No. 5
Here is an isolated molecule of C4H9NO at a distorted geometry from the OMol25 dataset. Energies are from wB97M-V/def2-TZVPD.

Summary:
* HOMO: -9.855 eV
* charge: 0
* F_max: 1.54 eV Å⁻¹
* frontier orbital gap: 10.7 eV
* energy above the lowest of the compared OMol25 structures with the same formula, charge and spin: 5.3 kcal/mol
* E_LUMO: 0.88 eV
* SMILES: CCCC(N)=O

Last column: Mulliken charge in e.
Element x y z (Å)
C -0.5882 -1.7106 -1.3358  -1.246
C 0.3958 -0.7675 -0.7276  -0.227
C -0.2768 0.1662 0.2771  -0.506
C 0.7366 1.0992 0.9178  0.434
N 0.2160 2.3323 1.3172  -0.468
O 1.9124 0.8069 1.1044  -0.592
H -1.1579 -2.2581 -0.5523  0.308
H -1.2999 -1.1792 -1.9185  0.348
H -0.1119 -2.4896 -1.9350  0.347
H 1.1467 -1.2935 -0.1405  0.276
H 0.8910 -0.1244 -1.4751  0.291
H -1.1283 0.7220 -0.1966  0.279
H -0.7171 -0.4331 1.1406  0.247
H -0.7941 2.3415 1.4780  0.239
H 0.7756 2.7880 2.0461  0.271

Cartesian forces (eV/Å) of the 6 atoms listed first:
C -0.126 -1.373 0.683
C 0.277 0.742 0.769
C -0.748 -0.204 0.461
C 0.493 0.495 0.561
N 0.066 -0.572 0.506
O -1.238 0.271 -0.335

***

No. 6
Here is a cluster of 2 separate species, C4H9NO in total at a distorted geometry from the OMol25 dataset. Energies are from wB97M-V/def2-TZVPD.

Summary:
* HOMO: -9.162 eV
* charge: 0
* F_max: 1.96 eV Å⁻¹
* frontier orbital gap: 10.2 eV
* energy above the lowest of the compared OMol25 structures with the same formula, charge and spin: 67.8 kcal/mol
* E_LUMO: 1.02 eV
* SMILES: C=NC.CC=O

Last column: Mulliken charge in e.
Element x y z (Å)
C 0.6201 0.1613 1.5007  -0.224
N 0.9777 -0.7806 0.7328  -0.221
C 1.3993 -2.0335 1.3661  -0.794
H 0.0364 0.9419 1.0231  0.050
H 1.1578 0.3108 2.4441  0.320
H 1.1007 -2.8463 0.7075  0.263
H 2.4910 -2.0835 1.4191  0.273
H 0.9101 -2.1917 2.3251  0.333
C -0.9038 1.7087 -1.3566  -0.891
C -1.6859 0.5393 -1.9298  0.158
O -1.3675 -0.6120 -1.9066  -0.437
H 0.1249 1.4630 -1.1024  0.240
H -0.8818 2.3884 -2.2136  0.347
H -1.4285 2.1155 -0.4923  0.274
H -2.5507 0.9185 -2.5173  0.308

Cartesian forces (eV/Å) of the 6 atoms listed first:
C 1.600 0.072 -1.129
N -1.674 -0.749 0.377
C 0.782 0.332 -0.612
H 0.258 0.473 0.401
H -1.062 -0.166 0.650
H -0.076 -0.005 -0.046

***

No. 7
Here is an isolated molecule of C4H9NO at a distorted geometry from the OMol25 dataset. Energies are from wB97M-V/def2-TZVPD.

Summary:
* HOMO: -8.134 eV
* charge: 0
* F_max: 2.35 eV Å⁻¹
* frontier orbital gap: 8.9 eV
* energy above the lowest of the compared OMol25 structures with the same formula, charge and spin: 86.9 kcal/mol
* E_LUMO: 0.81 eV

Last column: Mulliken charge in e.
Element x y z (Å)
C 2.0770 1.1525 -0.4767  -1.307
C 0.7136 0.5452 -0.2425  -0.112
O 0.9326 -0.4576 0.7538  -0.085
C 0.0222 -1.0954 1.4484  -0.497
N -1.2902 -1.0880 1.0954  -0.110
C -2.0240 -0.6745 -0.1395  -0.729
H 2.4636 1.5657 0.4600  0.316
H 2.7733 0.3816 -0.8206  0.322
H 2.0220 1.9457 -1.2250  0.392
H 0.0107 1.2825 0.1570  0.319
H 0.3013 0.1084 -1.1590  0.241
H -1.3156 -2.0117 1.5446  0.386
H -1.6106 -1.1327 -1.0466  0.311
H -1.9896 0.4138 -0.2763  0.252
H -3.0864 -0.9357 -0.0729  0.301

Cartesian forces (eV/Å) of the 6 atoms listed first:
C 0.059 0.104 -0.088
C -0.066 0.353 -0.259
O 0.138 0.134 0.224
C 0.654 0.204 -0.126
N 0.982 -0.415 0.062
C 0.116 -0.101 0.005

***

No. 8
Here is a cluster of 2 separate species, C4H9NO in total at a distorted geometry from the OMol25 dataset. Energies are from wB97M-V/def2-TZVPD.

Summary:
* HOMO: -9.089 eV
* charge: 0
* F_max: 6.38 eV Å⁻¹
* frontier orbital gap: 9.8 eV
* energy above the lowest of the compared OMol25 structures with the same formula, charge and spin: 102.4 kcal/mol
* E_LUMO: 0.74 eV
* SMILES: C=N/C=C/C.O

Last column: Mulliken charge in e.
Element x y z (Å)
C -1.7113 -0.8876 0.7677  -0.381
N -0.5965 -1.1389 0.0266  -0.379
C -0.2521 0.0427 -0.8852  -0.314
C 0.0152 1.2587 -0.4525  0.038
C 0.8215 2.1163 -1.4667  -0.910
H -2.3854 -0.0665 0.6694  0.352
H -1.8920 -1.6430 1.6039  0.241
H -0.5226 -0.4655 -1.8847  0.268
H -0.6035 1.5903 0.4239  0.309
H 1.5617 2.7217 -0.8979  0.312
H 1.4553 1.3886 -2.0814  0.271
H 0.0862 2.7735 -2.1614  0.206
O 1.2534 -2.8887 2.0334  -0.643
H 0.5853 -2.2064 2.1443  0.312
H 2.1848 -2.5951 2.1605  0.317

Cartesian forces (eV/Å) of the 6 atoms listed first:
C 4.511 -3.365 -0.864
N -4.429 3.993 2.267
C -2.333 -4.840 0.070
C -0.355 0.675 -1.467
C -1.098 0.428 -0.565
H -0.208 0.745 -0.228